No. 1
The following is a quantum chemistry calculation of an isolated molecule of C4H7NO2, from the OMol25 dataset.

The geometry in ORCA input format:
```
! RIJCOSX wB97M-V def2-TZVPD def2/J DEFGRID3
* xyz 0 1
N 1.668 0.128 2.117
C 0.752 0.592 1.232
O 0.135 1.630 1.401
C 0.537 -0.092 -0.099
C -0.974 -0.251 -0.297
C -1.663 -0.261 -1.583
O -1.421 -1.470 -0.882
H 2.029 0.808 2.768
H 2.209 -0.699 1.931
H 1.046 -1.020 -0.375
H 1.081 0.688 -0.651
H -1.562 0.040 0.576
H -1.082 -0.132 -2.494
H -2.705 0.058 -1.636
*
```

Results
E_HOMO	-10.003	eV
frontier orbital gap	10.82	eV
E_LUMO	0.82	eV
SMILES	NC(=O)C[C@H]1CO1

=====

No. 2
The following is a quantum chemistry calculation of a cluster of 2 separate species, C4H7NO2 in total, from the OMol25 dataset.

The geometry in ORCA input format:
```
! RIJCOSX wB97M-V def2-TZVPD def2/J DEFGRID3
* xyz 0 1
C 1.064 0.797 -0.859
C -0.003 -0.228 -0.765
C -1.361 -0.091 -0.401
C -1.852 -1.381 -0.574
O -0.925 -2.206 -0.858
N 0.296 -1.482 -0.969
H 0.544 1.764 -1.161
H 1.857 0.454 -1.557
H 1.472 1.118 0.094
H -1.895 0.813 -0.375
H -2.861 -1.802 -0.506
O 0.757 -0.419 1.946
H 0.260 -0.577 2.689
H 0.541 -0.790 1.176
*
```

Results
E_HOMO	-9.852	eV
frontier orbital gap	10.74	eV
E_LUMO	0.89	eV
SMILES	Cc1ccon1.O

=====

No. 3
The following is a quantum chemistry calculation of an isolated molecule of C4H7NO2, from the OMol25 dataset.

The geometry in ORCA input format:
```
! RIJCOSX wB97M-V def2-TZVPD def2/J DEFGRID3
* xyz 0 1
C 1.675 -0.209 -1.019
C 0.297 0.100 -0.466
C -0.279 -0.974 0.390
N -1.506 -0.423 0.916
C -1.885 0.821 0.957
O -2.319 1.784 1.464
O 0.283 1.307 0.331
H 2.370 -0.437 -0.205
H 2.059 0.643 -1.589
H 1.634 -1.081 -1.682
H -0.383 0.396 -1.294
H 0.775 1.078 1.139
H -0.493 -1.912 -0.132
H -2.226 -1.094 1.189
*
```

Results
E_HOMO (spin up / spin down)	-6.931 / -6.930	eV
frontier orbital gap (spin up / spin down)	7.13 / 7.13	eV
E_LUMO (spin up / spin down)	0.20 / 0.20	eV

=====

No. 4
The following is a quantum chemistry calculation of an isolated molecule of C4H7NO2, from the OMol25 dataset.

The geometry in ORCA input format:
```
! RIJCOSX wB97M-V def2-TZVPD def2/J DEFGRID3
* xyz 0 1
C 0.293 1.426 0.913
C 1.080 0.652 -0.069
C 0.939 -0.853 0.019
N -0.456 -1.224 0.009
C -1.323 -0.597 -0.854
O -2.491 -0.872 -0.957
O -0.786 0.425 -1.580
H -0.475 0.911 1.507
H -0.143 2.297 0.408
H 1.053 1.861 1.583
H 0.197 0.563 -1.556
H 1.416 -1.173 0.959
H 1.489 -1.333 -0.803
H -0.792 -2.082 0.421
*
```

Results
E_HOMO	-9.156	eV
frontier orbital gap	8.35	eV
E_LUMO	-0.81	eV

=====

No. 5
The following is a quantum chemistry calculation of an isolated molecule of C4H7NO2, from the OMol25 dataset.

The geometry in ORCA input format:
```
! RIJCOSX wB97M-V def2-TZVPD def2/J DEFGRID3
* xyz 0 1
H -0.670 2.103 -0.214
N -0.117 1.280 -0.023
C -0.728 0.176 0.066
C -2.198 -0.123 -0.089
O -0.008 -0.944 0.327
C 1.374 -0.704 0.594
C 2.049 0.043 -0.543
O 2.984 0.788 -0.395
H -2.393 -1.180 0.163
H -2.786 0.557 0.564
H -2.504 0.084 -1.132
H 1.512 -0.149 1.525
H 1.832 -1.694 0.700
H 1.652 -0.236 -1.543
*
```

Results
E_HOMO	-9.583	eV
frontier orbital gap	10.41	eV
E_LUMO	0.82	eV
SMILES	[H]/N=C(\C)OCC=O

=====

No. 6
The following is a quantum chemistry calculation of a structure of composition C4H7NO2, from the OMol25 dataset.

The geometry in ORCA input format:
```
! RIJCOSX wB97M-V def2-TZVPD def2/J DEFGRID3
* xyz 0 1
C -1.434 0.776 0.210
C -0.144 0.350 0.741
C 1.311 0.816 0.185
C 0.391 -0.958 0.263
H -2.234 0.117 -1.508
H -2.041 -0.224 0.071
H -2.193 1.731 0.532
H -0.273 0.268 1.889
H 1.451 1.238 -0.892
H 1.947 1.500 0.802
H 1.719 -0.786 -1.263
N 1.657 -0.517 0.176
O -1.254 1.227 -1.132
O -0.086 -1.994 -0.026
*
```

Results
E_HOMO	-9.931	eV
frontier orbital gap	8.90	eV
E_LUMO	-1.03	eV

=====

No. 7
The following is a quantum chemistry calculation of an isolated molecule of C4H7NO2, from the OMol25 dataset.

The geometry in ORCA input format:
```
! RIJCOSX wB97M-V def2-TZVPD def2/J DEFGRID3
* xyz 0 1
O 1.134 -1.237 2.230
C 0.150 -0.980 1.398
C 0.435 0.381 0.792
N -0.212 0.511 -0.490
C 0.187 -0.457 -1.492
C -1.363 1.222 -0.649
O -2.056 1.227 -1.645
H 0.951 -2.098 2.636
H 0.094 -1.471 -1.084
H 0.010 1.118 1.491
H 1.514 0.595 0.712
H -0.472 -0.351 -2.353
H 1.228 -0.289 -1.793
H -1.600 1.830 0.247
*
```

Results
E_HOMO	-8.988	eV
frontier orbital gap	9.47	eV
E_LUMO	0.48	eV

=====

No. 8
The following is a quantum chemistry calculation of an isolated molecule of C4H7NO2, from the OMol25 dataset.

The geometry in ORCA input format:
```
! RIJCOSX wB97M-V def2-TZVPD def2/J DEFGRID3
* xyz 0 1
C 0.897 -0.957 -1.074
C -0.432 -0.318 -0.621
C -0.792 -0.392 0.870
N -0.206 0.828 1.378
C -0.034 1.715 0.339
O 0.333 2.857 0.393
O -0.368 1.094 -0.835
H 1.752 -0.656 -0.455
H 1.112 -0.624 -2.096
H 0.872 -2.056 -1.101
H -1.249 -0.752 -1.203
H -0.342 -1.329 1.162
H -1.884 -0.357 1.023
H 0.340 0.948 2.219
*
```

Results
E_HOMO	-10.082	eV
frontier orbital gap	10.84	eV
E_LUMO	0.76	eV
SMILES	C[C@H]1CNC(=O)O1

=====

No. 9
The following is a quantum chemistry calculation of a structure of composition C4H7NO2, from the OMol25 dataset.

The geometry in ORCA input format:
```
! RIJCOSX wB97M-V def2-TZVPD def2/J DEFGRID3
* xyz 0 1
O -0.822 0.256 -2.394
N -0.755 1.103 -1.226
C -0.016 0.434 -0.318
C 0.843 0.751 0.874
C 0.849 -0.777 1.202
C -0.145 -0.992 0.044
O -1.386 -0.466 0.506
H -1.313 0.821 -3.005
H 0.422 1.444 1.606
H 1.818 1.122 0.537
H 0.428 -1.054 2.170
H 1.830 -1.239 1.062
H -0.178 -1.859 -0.614
H -1.574 0.457 -0.444
*
```

Results
E_HOMO	-8.834	eV
frontier orbital gap	9.53	eV
E_LUMO	0.69	eV

=====

No. 10
The following is a quantum chemistry calculation of an isolated molecule of C4H7NO2, from the OMol25 dataset.

The geometry in ORCA input format:
```
! RIJCOSX wB97M-V def2-TZVPD def2/J DEFGRID3
* xyz 0 1
H 2.064 1.049 -0.107
N 1.316 0.521 0.333
C 0.211 0.722 -0.258
C -0.070 1.594 -1.452
O -0.916 0.111 0.175
C -0.725 -0.826 1.226
C -0.021 -2.065 0.703
O 0.369 -2.955 1.413
H -0.253 2.626 -1.137
H 0.788 1.587 -2.129
H -0.953 1.236 -1.984
H -0.150 -0.399 2.052
H -1.727 -1.097 1.571
H 0.066 -2.105 -0.405
*
```

Results
E_HOMO	-9.807	eV
frontier orbital gap	10.63	eV
E_LUMO	0.82	eV
SMILES	[H]/N=C(\C)OCC=O

=====

No. 11
The following is a quantum chemistry calculation of an isolated molecule of C4H7NO2, from the OMol25 dataset.

The geometry in ORCA input format:
```
! RIJCOSX wB97M-V def2-TZVPD def2/J DEFGRID3
* xyz 0 1
O -1.523 0.092 -1.254
C -1.253 -0.279 0.083
C -0.430 -1.536 0.161
N 1.018 -0.061 0.598
C -0.250 0.666 0.772
C 1.890 0.245 -0.419
O 1.917 1.307 -0.993
H -2.108 0.859 -1.252
H -2.182 -0.415 0.655
H 1.035 -0.969 1.063
H -0.071 -1.777 -0.857
H -0.441 0.827 1.836
H -0.166 1.636 0.271
H 2.565 -0.595 -0.664
*
```

Results
E_HOMO	-9.162	eV
frontier orbital gap	9.12	eV
E_LUMO	-0.04	eV

=====

No. 12
The following is a quantum chemistry calculation of an isolated molecule of C4H7NO2, from the OMol25 dataset.

The geometry in ORCA input format:
```
! RIJCOSX wB97M-V def2-TZVPD def2/J DEFGRID3
* xyz 0 1
N 1.001 0.327 2.020
C 1.332 0.732 0.768
O 1.920 1.764 0.512
C 0.905 -0.230 -0.339
C -0.124 -1.253 0.044
C -1.906 -0.210 -0.821
O -1.060 -1.378 -0.921
H 1.229 0.921 2.801
H 0.443 -0.506 2.145
H 1.746 -0.938 -0.467
H 0.787 0.313 -1.288
H -1.959 0.100 0.233
H -1.573 0.636 -1.433
H -2.896 -0.547 -1.123
*
```

Results
E_HOMO	-8.686	eV
frontier orbital gap	8.57	eV
E_LUMO	-0.11	eV

=====

In eV, the energy above the lowest of the compared OMol25 structures with the same formula, charge and spin values for the records above are, in order, 1.789 2.959 4.313 3.980 1.484 8.935 3.262 0.291 6.705 1.373 5.024 4.076.
In eV Å⁻¹, the largest force on an atom values for the records above are, in order, 1.169 6.095 1.099 0.398 0.719 8.533 0.498 1.057 0.391 0.549 0.404 0.592.
In Eh, the E values for the records above are, in order, -361.81511 -361.77212 -361.72235 -361.73459 -361.82633 -361.55252 -361.76097 -361.87016 -361.63446 -361.83041 -361.69623 -361.73107.